Record 1
A structure of composition C15H49HfN3O9 in a non-equilibrium geometry. Source: the OMol25 dataset; level of theory: wB97M-V/def2-TZVPD.

```
77
C15H49HfN3O9 (wB97M-V/def2-TZVPD)
Hf 0.884 -3.770 1.994
C 0.903 -0.247 1.038
O 1.049 -1.642 1.171
H -0.114 0.051 0.778
H 1.311 0.191 1.952
H 1.557 0.169 0.265
C -3.662 -2.816 2.451
C -2.202 -2.434 2.642
O -1.276 -3.521 2.666
H -4.104 -3.173 3.381
H -3.681 -3.629 1.725
H -4.255 -1.936 2.208
H -2.106 -2.013 3.650
H -1.810 -1.700 1.933
O 1.712 0.357 4.739
H 1.567 1.035 5.407
H 2.159 0.817 4.020
O 1.207 -2.398 3.955
H 1.443 -1.455 4.081
H 1.515 -2.838 4.761
O -0.394 -3.545 -0.125
H -0.256 -2.968 -0.890
H -1.136 -4.117 -0.369
O 4.338 -1.011 0.792
H 4.039 -1.817 1.219
H 3.555 -0.658 0.359
C 2.072 3.404 0.545
C 1.373 4.550 -0.179
C -0.133 4.283 -0.353
O -0.700 4.917 -1.502
C -1.760 4.101 -2.055
N 1.560 5.698 0.721
H 3.080 3.683 0.842
H 2.182 2.504 -0.073
H 1.459 3.108 1.402
H 1.832 4.714 -1.153
H -0.618 4.591 0.582
H -0.368 3.209 -0.346
H -2.409 4.852 -2.499
H -2.285 3.538 -1.282
H -1.296 3.404 -2.756
H 0.834 5.667 1.429
H 1.298 6.522 0.186
C 3.343 -4.705 -2.868
C 3.485 -3.410 -3.673
C 2.590 -2.296 -3.111
O 3.187 -0.999 -3.242
C 2.244 0.023 -2.990
N 4.876 -2.991 -3.584
H 4.014 -5.468 -3.264
H 2.368 -5.169 -3.067
H 3.482 -4.700 -1.785
H 3.168 -3.477 -4.717
H 2.467 -2.505 -2.044
H 1.678 -2.246 -3.712
H 1.457 0.004 -3.751
H 2.832 0.931 -2.901
H 1.647 -0.151 -2.082
H 5.489 -3.087 -4.380
H 4.818 -2.000 -3.381
C -5.243 2.009 1.214
C -4.253 0.866 1.134
C -3.781 0.291 -0.199
O -2.577 0.972 -0.500
C -1.922 0.382 -1.609
N -3.285 0.948 2.234
H -4.804 2.892 0.744
H -5.591 2.221 2.222
H -6.200 1.805 0.728
H -4.870 0.020 1.478
H -4.584 0.555 -0.898
H -3.728 -0.802 -0.247
H -2.484 0.583 -2.524
H -1.803 -0.677 -1.358
H -1.005 0.970 -1.678
H -2.916 0.056 2.540
H -2.464 1.477 1.954
```

Calculated values
Frontier orbital gap   2.3 eV
E_HOMO   -12.883 eV
Charge   +2

Record 2
A structure of composition C15H4AuBBr2Cl5F4NO. Source: the OMol25 dataset; level of theory: wB97M-V/def2-TZVPD.

```
34
C15H4AuBBr2Cl5F4NO (wB97M-V/def2-TZVPD)
Au 0.277 1.763 -1.563
Cl -1.014 -3.042 4.844
C 0.116 -0.052 1.819
C 0.926 1.718 0.354
C 1.848 2.297 1.148
Cl 2.433 3.848 0.704
C 2.527 1.579 2.234
Cl 4.154 2.071 2.505
C 1.986 0.651 3.079
Cl 2.905 -0.040 4.362
C 0.587 0.306 3.000
Cl -0.388 0.419 4.420
Br -2.132 -0.812 -5.291
C -1.620 -1.329 -3.571
C -1.995 -2.641 -3.125
C -1.655 -3.086 -1.905
Br -2.130 -4.813 -1.338
C -0.883 -2.237 -1.007
C -0.348 -2.686 0.123
C 0.164 -3.176 1.198
C 0.377 0.417 0.585
N -0.023 0.048 -0.723
C -0.595 -0.885 -1.454
C -0.925 -0.436 -2.798
O -0.583 0.774 -3.190
H -2.555 -3.268 -3.802
H 1.124 -3.679 1.167
H -1.452 -4.242 4.940
H -0.344 -3.071 2.151
F 0.748 5.721 -1.388
B -0.225 4.841 -1.726
F -0.855 4.240 -0.659
F -1.051 5.213 -2.730
F 0.601 3.587 -2.366
```

Calculated values
Energy above the lowest of the compared OMol25 structures with the same formula, charge and spin   159.12 kcal per mole
Frontier orbital gap   6.1 eV
E_HOMO   -8.583 eV

Record 3
A structure of composition C15H50Ag2O11 in a non-equilibrium geometry. Source: the OMol25 dataset; level of theory: wB97M-V/def2-TZVPD.

```
78
C15H50Ag2O11 (wB97M-V/def2-TZVPD)
Ag -40.181 -12.915 22.875
Ag -44.533 -11.334 21.445
C -44.301 -14.159 25.708
C -43.860 -12.732 25.805
C -43.005 -12.248 26.980
O -43.229 -12.399 24.598
H -45.031 -14.294 24.910
H -44.725 -14.522 26.644
H -43.496 -14.825 25.397
H -44.772 -12.136 25.849
H -42.674 -11.211 26.921
H -42.091 -12.839 27.029
H -43.502 -12.357 27.945
C -40.573 -8.939 19.069
C -40.842 -10.364 18.796
C -39.652 -11.006 18.117
O -41.237 -11.046 19.976
H -39.602 -8.730 19.518
H -41.420 -8.405 19.502
H -40.565 -8.466 18.087
H -41.678 -10.502 18.111
H -39.697 -12.067 17.871
H -38.681 -10.850 18.587
H -39.539 -10.608 17.109
C -35.895 -6.405 20.526
O -35.298 -7.674 20.344
H -36.229 -5.969 19.585
H -36.775 -6.588 21.143
H -35.304 -5.733 21.148
H -35.608 -8.301 21.001
C -43.760 -7.701 15.161
O -44.428 -6.628 14.511
H -43.108 -8.255 14.485
H -43.153 -7.295 15.971
H -44.491 -8.423 15.526
H -44.721 -6.026 15.200
C -41.604 -16.025 20.060
O -41.910 -15.553 21.361
H -41.525 -17.112 20.031
H -42.319 -15.755 19.284
H -40.681 -15.752 19.549
H -42.862 -15.430 21.390
C -36.272 -8.540 15.922
O -35.628 -8.709 14.595
H -36.058 -7.495 16.144
H -37.356 -8.469 15.841
H -35.965 -9.087 16.814
H -35.432 -7.868 14.175
C -39.955 -6.232 23.809
O -40.624 -7.392 24.368
H -39.766 -6.375 22.745
H -40.673 -5.424 23.951
H -39.150 -5.963 24.492
H -40.018 -8.130 24.274
C -37.219 -15.741 21.339
O -37.746 -14.454 21.049
H -38.008 -16.491 21.403
H -36.398 -15.908 20.642
H -36.770 -15.794 22.331
H -37.653 -14.191 20.131
C -34.124 -13.017 18.795
O -34.867 -13.789 17.866
H -34.517 -12.001 18.831
H -34.165 -13.485 19.778
H -33.055 -12.908 18.610
H -34.455 -14.654 17.808
C -45.145 -7.176 22.861
O -44.174 -8.121 22.623
H -45.879 -7.095 22.060
H -45.639 -7.476 23.785
H -44.750 -6.168 22.988
H -43.427 -7.932 23.195
C -47.618 -10.297 18.331
O -46.342 -9.916 18.852
H -47.501 -11.110 17.615
H -48.181 -10.528 19.236
H -48.068 -9.494 17.748
H -45.928 -9.567 18.059
```

Calculated values
2S+1   3
Frontier orbital gap (spin up / spin down)   4.9 / 4.9 eV
E_HOMO (spin up / spin down)   -13.319 / -13.319 eV
Charge   +2

Record 4
A cluster of 10 separate species, C15H50N4O10 in total in a non-equilibrium geometry. Source: the OMol25 dataset; level of theory: wB97M-V/def2-TZVPD.

```
79
C15H50N4O10 (wB97M-V/def2-TZVPD)
N -3.789 1.084 1.956
C -3.793 0.868 0.671
N -4.014 1.911 -0.037
O -3.445 -0.347 0.157
H -3.309 0.332 2.391
H -3.647 2.024 2.309
H -3.943 1.783 -1.079
H -4.484 2.761 0.244
N 1.517 -0.587 5.100
C 0.857 -0.889 4.043
N 1.130 -0.181 2.977
O -0.150 -1.821 3.996
H 1.440 -1.203 5.996
H 2.191 0.170 5.109
H 0.542 -0.360 2.109
H 1.854 0.546 3.020
C 1.078 0.057 -4.039
C 1.992 -1.109 -3.399
O 2.625 -0.599 -2.282
H 1.680 0.977 -4.251
H 0.145 0.242 -3.431
H 0.740 -0.431 -4.939
H 2.704 -1.456 -4.137
H 1.375 -2.001 -3.121
H 3.124 0.185 -2.489
C 2.363 2.374 -1.337
C 3.518 2.689 -2.375
O 3.999 1.580 -3.054
H 2.701 1.540 -0.694
H 1.553 1.831 -1.760
H 1.907 3.187 -0.822
H 4.293 3.290 -1.944
H 3.108 3.347 -3.149
H 4.135 1.872 -3.924
C -2.520 -2.978 2.380
C -3.403 -2.046 3.175
O -2.643 -0.964 3.496
H -1.782 -3.352 2.981
H -2.122 -2.364 1.516
H -3.037 -3.817 1.971
H -3.732 -2.486 4.084
H -4.242 -1.761 2.634
H -1.777 -1.269 3.753
C -1.092 3.302 -1.312
C -0.661 3.403 0.160
O -1.772 3.586 0.942
H -0.164 3.374 -1.909
H -1.825 3.997 -1.739
H -1.434 2.312 -1.577
H 0.029 4.238 0.300
H -0.028 2.530 0.417
H -2.424 2.898 0.750
C 1.134 -3.396 1.270
C 1.828 -3.458 -0.091
O 2.926 -4.334 -0.209
H 1.885 -3.411 2.053
H 0.438 -4.105 1.586
H 0.656 -2.466 1.398
H 2.155 -2.503 -0.362
H 1.089 -3.673 -0.843
H 3.260 -4.361 -1.152
C -0.458 -0.496 -0.540
O -0.542 -0.167 0.838
H -0.824 -1.478 -0.708
H 0.547 -0.611 -0.849
H -0.925 0.250 -1.157
H -1.446 -0.130 1.043
C -3.038 0.768 -3.190
O -3.820 1.818 -2.670
H -3.305 0.524 -4.209
H -2.980 -0.094 -2.568
H -2.032 1.174 -3.284
H -3.655 2.586 -3.237
C 3.488 -0.659 0.881
O 3.374 -1.482 1.989
H 3.991 0.227 1.156
H 2.393 -0.414 0.555
H 3.932 -1.096 0.008
H 2.573 -1.254 2.451
```

Calculated values
Energy above the lowest of the compared OMol25 structures with the same formula, charge and spin   36.47 kcal per mole
Frontier orbital gap   9.5 eV
E_HOMO   -9.227 eV
SMILES   NC(N)=O.NC(N)=O.CCO.CCO.CCO.CCO.CCO.CO.CO.CO

Record 5
A cluster of 10 separate species, C15H50N8O15 in total in a non-equilibrium geometry. Source: the OMol25 dataset; level of theory: wB97M-V/def2-TZVPD.

```
88
C15H50N8O15 (wB97M-V/def2-TZVPD)
N 0.050 2.273 3.517
C -1.156 1.720 3.210
N -2.028 2.601 2.916
O -1.464 0.485 3.072
H 0.227 3.288 3.316
H 0.849 1.674 3.635
H -1.826 3.589 2.934
H -2.979 2.291 3.020
N -1.471 -2.570 -3.219
C -1.671 -1.837 -4.428
N -1.187 -0.533 -4.284
O -2.245 -2.313 -5.388
H -1.210 -1.956 -2.425
H -2.037 -3.390 -3.062
H -0.816 -0.152 -5.160
H -0.431 -0.443 -3.607
N 2.436 4.646 1.498
C 1.033 4.571 1.499
N 0.499 4.330 0.308
O 0.436 4.825 2.547
H 2.690 5.310 2.200
H 2.817 4.655 0.566
H -0.495 4.326 0.259
H 1.008 4.349 -0.575
N -0.918 -0.624 0.330
C -0.012 -0.156 -0.542
N 0.804 0.894 -0.204
O 0.203 -0.735 -1.669
H -1.021 -0.189 1.237
H -1.640 -1.286 0.098
H 0.616 1.390 0.664
H 1.671 1.048 -0.676
O -1.826 -4.147 5.149
C -1.788 -2.902 4.437
C -1.505 -3.318 3.030
O -0.282 -4.052 2.814
H -2.123 -4.020 6.052
H -2.730 -2.321 4.481
H -1.015 -2.282 4.908
H -1.400 -2.422 2.430
H -2.318 -3.963 2.653
H -0.302 -4.911 3.241
O 3.557 -3.828 -2.837
C 3.023 -3.906 -1.519
C 3.278 -2.597 -0.696
O 2.852 -1.406 -1.431
H 3.762 -2.867 -2.951
H 1.962 -4.209 -1.518
H 3.553 -4.725 -0.955
H 4.304 -2.338 -0.471
H 2.888 -2.733 0.303
H 1.907 -1.497 -1.602
O 2.880 0.936 3.094
C 2.883 -0.415 3.635
C 1.625 -1.169 3.295
O 1.884 -2.552 3.617
H 3.573 1.516 3.473
H 3.687 -1.065 3.308
H 2.928 -0.320 4.723
H 1.373 -1.000 2.232
H 0.852 -0.683 3.898
H 1.130 -3.123 3.314
O -2.315 2.825 -1.145
C -2.570 1.761 -2.038
C -3.548 2.132 -3.099
O -4.650 2.669 -2.370
H -3.142 3.315 -1.063
H -1.629 1.473 -2.500
H -2.895 0.873 -1.497
H -3.737 1.204 -3.646
H -3.146 2.839 -3.844
H -5.393 2.760 -2.950
O 1.992 3.813 -3.020
C 2.863 2.857 -3.655
C 2.647 1.514 -3.061
O 3.479 1.342 -1.952
H 2.170 4.687 -3.365
H 2.606 2.844 -4.709
H 3.942 3.029 -3.491
H 2.907 0.743 -3.762
H 1.596 1.276 -2.743
H 3.428 0.350 -1.757
C -4.118 -2.258 -1.352
O -3.156 -2.559 -0.317
H -3.617 -1.961 -2.272
H -4.632 -3.208 -1.540
H -4.811 -1.506 -1.086
H -3.611 -2.581 0.538
```

Calculated values
Energy above the lowest of the compared OMol25 structures with the same formula, charge and spin   22.02 kcal per mole
Frontier orbital gap   9.7 eV
E_HOMO   -9.387 eV
SMILES   NC(N)=O.NC(N)=O.NC(N)=O.NC(N)=O.OCCO.OCCO.OCCO.OCCO.OCCO.CO

Record 6
A cluster of 11 separate species, C15H52O11 in total in a non-equilibrium geometry. Source: the OMol25 dataset; level of theory: wB97M-V/def2-TZVPD.

```
78
C15H52O11 (wB97M-V/def2-TZVPD)
C -4.754 -2.716 2.040
C -3.976 -1.413 2.071
O -4.372 -0.548 1.011
H -4.532 -3.390 1.227
H -5.837 -2.636 2.197
H -4.319 -3.292 2.898
H -2.866 -1.661 2.043
H -4.147 -0.791 2.969
H -3.899 -0.828 0.190
C 4.951 -0.358 -1.230
C 5.121 -0.689 0.326
O 3.954 -1.431 0.733
H 5.762 0.139 -1.697
H 4.163 0.384 -1.134
H 4.606 -1.209 -1.803
H 5.300 0.237 0.868
H 6.033 -1.245 0.601
H 3.810 -1.079 1.616
C -3.406 1.890 -2.162
C -2.756 1.092 -1.019
O -2.811 -0.320 -1.348
H -4.508 1.801 -2.066
H -3.027 1.739 -3.223
H -3.291 3.019 -2.020
H -3.302 1.304 -0.043
H -1.729 1.487 -0.895
H -3.247 -0.436 -2.197
C 0.938 -0.184 -0.260
C 0.477 -1.578 -0.663
O -0.609 -2.118 0.086
H 0.225 0.600 -0.494
H 1.824 0.072 -0.876
H 1.280 -0.109 0.794
H 1.329 -2.245 -0.601
H 0.165 -1.553 -1.761
H -1.469 -1.788 -0.168
C 2.671 -0.596 4.250
O 2.484 -0.622 2.879
H 2.905 -1.546 4.737
H 3.547 0.061 4.404
H 1.830 -0.273 4.869
H 1.818 -1.303 2.614
C 0.133 0.406 -4.523
O -0.417 0.617 -3.236
H -0.640 0.045 -5.204
H 0.718 1.293 -4.925
H 0.841 -0.334 -4.434
H -1.178 0.086 -2.996
C -2.797 -2.864 -2.928
O -3.114 -1.599 -3.533
H -3.704 -3.390 -2.520
H -2.289 -3.530 -3.634
H -2.082 -2.607 -2.183
H -3.759 -1.673 -4.247
C 1.606 3.941 -2.298
O 1.366 2.523 -2.432
H 0.886 4.389 -1.611
H 2.586 4.082 -1.906
H 1.647 4.401 -3.290
H 0.405 2.290 -2.508
C 0.122 -3.178 3.724
O 0.718 -2.489 2.634
H -0.766 -2.731 4.083
H -0.073 -4.196 3.418
H 0.880 -3.348 4.515
H 0.051 -2.247 1.910
C 3.147 2.519 1.570
O 2.341 2.357 2.723
H 3.035 1.690 0.864
H 3.057 3.525 1.192
H 4.237 2.463 1.805
H 2.221 1.401 2.808
C -1.289 3.321 1.178
O 0.000 3.857 1.103
H -1.828 3.611 2.065
H -1.780 3.830 0.353
H -1.280 2.269 1.042
H 0.661 3.401 1.659
```

Calculated values
Energy above the lowest of the compared OMol25 structures with the same formula, charge and spin   115.50 kcal per mole
Frontier orbital gap   9.8 eV
E_HOMO   -9.622 eV
SMILES   CCO.CCO.CCO.CCO.CO.CO.CO.CO.CO.CO.CO

Results for DFT total energy: -40531.2298, -237091.7540, -46858.8043, -42797.6920, -59000.7932, -38916.2130 (in eV, following the order of the records).